This record from the OMol25 dataset describes a molecular structure, C39H89N6O20VZr. The level of theory is wB97M-V/def2-TZVPD.

M: 1104.3 g/mol
Charge: -2
Orbital gap: 2.71 eV
E_LUMO: 2.8971 eV

Atoms and positions in Å:
Zr -5.094 47.532 17.234
V -3.096 46.063 13.755
O -10.984 39.870 15.368
O -3.781 36.744 19.117
O -8.094 48.840 17.358
O -5.244 45.219 16.902
O -2.889 43.508 21.719
O -4.175 47.373 15.157
O -1.444 46.532 17.485
O -8.448 46.344 24.348
O -7.133 47.409 16.364
O -8.510 41.782 19.702
O -2.320 47.957 14.968
O -6.388 49.167 16.370
O -2.804 43.212 13.209
O -3.299 46.923 18.248
O -4.480 45.588 13.183
O -4.227 36.253 16.227
O -3.525 48.669 16.209
O -1.660 47.805 18.706
O -11.933 48.304 15.140
O -2.141 46.279 12.532
N -2.308 44.840 15.460
N -5.073 46.303 22.845
N -10.448 42.237 16.505
N -4.730 37.230 20.097
N -2.150 38.918 14.968
N -9.562 46.160 17.377
C -3.158 39.206 20.003
C -3.645 36.859 15.138
C -7.175 45.737 23.888
C -11.970 46.103 17.609
C -2.278 42.586 14.412
C -9.473 41.869 17.499
C -5.955 36.870 22.130
C -9.771 40.463 14.896
C -10.983 38.482 15.638
C -5.638 36.267 20.730
C -5.235 42.806 17.292
C -10.917 47.897 16.114
C -6.205 43.773 15.148
C -7.497 48.589 16.383
C -6.920 36.142 19.876
C -3.233 44.757 22.282
C -1.286 43.122 16.724
C -4.695 38.699 20.153
C -3.467 48.402 15.011
C -3.493 42.229 12.340
C -5.189 39.152 21.546
C -9.617 42.454 18.989
C -9.944 42.006 15.189
C -6.316 38.340 22.178
C -1.591 43.616 15.313
C -8.304 47.067 25.553
C -4.756 44.980 22.207
C -5.627 39.367 19.097
C -2.137 46.685 18.498
C -6.480 46.609 22.872
C -4.950 34.844 20.982
C -5.914 44.015 16.581
C -12.051 47.510 13.982
C -4.579 39.193 15.547
C -2.833 43.484 20.290
C -10.833 46.434 16.707
C -3.346 38.348 15.634
C -3.979 34.860 16.339
C -8.348 41.837 21.142
H -5.305 43.495 14.600
H -7.424 35.265 20.283
H -12.355 48.251 13.243
H -3.829 42.675 11.404
H -5.526 40.186 21.463
H -6.845 36.489 22.630
H -11.012 37.929 14.699
H -1.860 45.221 16.281
H -6.970 43.000 15.061
H -4.978 39.712 18.293
H -2.600 42.468 19.973
H -6.196 40.184 19.541
H -10.713 42.488 14.585
H -2.899 41.340 12.129
H -4.403 41.765 12.720
H -8.919 40.180 15.515
H -5.181 36.673 22.873
H -8.460 42.065 17.148
H -3.026 38.281 16.674
H -1.606 41.765 14.166
H -10.032 38.215 16.098
H -7.545 37.033 19.916
H -9.651 45.157 17.296
H -1.916 39.729 15.523
H -5.048 44.971 21.157
H -5.671 34.122 21.367
H -0.659 43.959 14.864
H -11.818 45.133 18.081
H -7.375 44.841 23.300
H -10.878 45.733 15.874
H -5.162 42.934 18.372
H -8.996 42.460 14.902
H -4.312 34.427 15.395
H -7.473 41.379 21.604
H -4.141 37.050 14.186
H -6.505 44.692 14.644
H -6.680 47.628 23.202
H -4.716 34.281 20.078
H -12.950 46.126 17.133
H -3.727 43.744 19.724
H -6.929 46.455 21.892
H -9.165 41.325 21.651
H -6.840 44.170 17.135
H -5.405 38.669 16.029
H -3.151 44.498 15.899
H -2.924 44.901 23.317
H -1.361 38.288 14.998
H -2.721 45.584 21.790
H -2.439 38.852 19.263
H -4.471 40.177 16.004
H -8.382 42.900 21.384
H -9.352 47.325 25.705
H -2.261 43.019 17.200
H -1.883 43.821 19.876
H -5.848 41.960 16.983
H -3.170 40.296 19.992
H -11.094 47.044 13.747
H -4.637 34.473 17.117
H -7.181 38.475 21.528
H -4.319 36.820 18.325
H -7.743 47.994 25.434
H -6.524 45.447 24.713
H -6.425 38.761 18.667
H -6.620 38.432 23.221
H -12.048 46.840 18.409
H -5.232 44.122 22.682
H -4.316 42.484 16.804
H -9.345 43.503 19.107
H -0.653 43.808 17.287
H -4.120 34.817 21.689
H -4.335 39.116 22.221
H -9.654 40.217 13.841
H -3.168 42.130 14.847
H -0.916 42.098 16.681
H -8.896 46.277 16.627
H -9.964 48.268 15.737
H -2.936 34.599 16.518
H -9.456 40.804 17.732
H -8.009 46.390 26.355
H -11.182 41.544 16.559
H -4.806 39.423 14.506
H -11.803 38.124 16.261
H -4.827 46.307 23.825
H -12.821 46.775 14.220
H -2.636 36.522 14.902
H -6.529 35.909 18.885
H -11.078 48.491 17.014
H -2.678 38.865 20.920
H -10.598 42.406 19.461